Entry 1:
{
  "formula": "C5H3NO",
  "method": "the ωB97M-V functional and the def2-TZVPD basis",
  "orbital_gap_ev": 10.2,
  "lumo_ev": -0.542,
  "homo_energy_ha": -0.395,
  "total_charge": 0,
  "e_above_lowest_kj_mol": 171.8,
  "symbols": ["O", "C", "C", "C", "C", "C", "N", "H", "H", "H"],
  "xyz": [[0.135605, 1.405853, -2.023887], [0.318022, 0.653933, -1.102360], [-0.747507, -0.284209, -0.557079], [-0.671761, -0.469032, 0.890859], [-0.583025, -0.588150, 2.085182], [1.657500, 0.572613, -0.473030], [2.722388, 0.520985, -0.026880], [-0.615551, -1.246041, -1.074940], [-1.716781, 0.121735, -0.862977], [-0.498890, -0.687686, 3.145111]],
  "forces_ev_per_a": [[0.0633, -0.3518, 0.4651], [-0.1122, 0.2423, -0.3977], [-0.0565, 0.0100, -0.0396], [0.0581, -0.0648, 0.6577], [-0.0292, 0.0849, -0.6309], [0.9358, -0.0034, 0.3555], [-0.9705, 0.0170, -0.3777], [-0.0058, 0.1371, 0.1079], [0.1395, -0.0688, 0.0334], [-0.0225, -0.0025, -0.1736]]
}

=====

Entry 2:
{
  "formula": "C5H3NO",
  "method": "the ωB97M-V functional and the def2-TZVPD basis",
  "orbital_gap_ev": 9.8,
  "lumo_ev": 0.580,
  "homo_energy_ha": -0.339,
  "total_charge": 0,
  "e_above_lowest_kj_mol": 176.5,
  "symbols": ["N", "C", "C", "C", "O", "C", "C", "H", "H", "H"],
  "xyz": [[-0.125564, -1.962782, -0.632223], [-0.541664, -2.240893, -1.709383], [0.021062, -0.608366, -0.279872], [1.185112, 0.069487, -0.274243], [1.039481, 1.206579, 0.442196], [-0.252717, 1.277192, 0.824744], [-0.962268, 0.221982, 0.354964], [2.167345, -0.167874, -0.651841], [-0.509909, 2.125335, 1.442159], [-2.021207, 0.031244, 0.481244]],
  "forces_ev_per_a": [[-0.7203, 0.3420, -1.6783], [0.0430, -1.0275, 0.1331], [0.2206, 0.6927, 1.0490], [0.3728, -0.3591, 0.3360], [0.0656, 0.3785, -0.2083], [-0.3426, 0.2191, -0.1128], [0.2061, -0.1574, 0.5032], [-0.1035, 0.0365, 0.1429], [-0.0466, -0.0651, -0.2279], [0.3050, -0.0597, 0.0631]]
}

=====

Entry 3:
{
  "formula": "C5H3NO",
  "method": "the ωB97M-V functional and the def2-TZVPD basis",
  "orbital_gap_ev": 11.0,
  "lumo_ev": 0.454,
  "homo_energy_ha": -0.386,
  "total_charge": 0,
  "e_above_lowest_kj_mol": 481.1,
  "symbols": ["C", "C", "C", "C", "C", "H", "H", "H", "N", "O"],
  "xyz": [[1.653785, -0.932193, -1.367561], [0.714961, -0.260059, -0.996498], [-0.141130, 0.601783, -0.679681], [-1.002255, 0.436289, 0.478411], [-0.835775, -0.666492, 1.613278], [2.516550, -1.565944, -1.337665], [-0.591911, 1.153416, -1.579917], [-2.027805, 0.941299, 0.700674], [-0.448844, -1.105320, 2.701339], [0.162423, 1.397223, 0.467622]],
  "forces_ev_per_a": [[-0.7645, 0.3715, 1.1884], [8.9248, -8.1193, -3.7142], [-7.7548, 7.3429, 0.6103], [-0.9636, 0.6811, 4.1296], [3.1990, -0.4826, 5.0051], [-0.2130, 0.0532, -0.4740], [0.4217, -0.4630, 1.4104], [1.9789, -0.8387, -1.1054], [-2.8843, 2.4736, -7.2919], [-1.9442, -1.0186, 0.2418]]
}

=====

Entry 4:
{
  "formula": "C5H3NO",
  "method": "the ωB97M-V functional and the def2-TZVPD basis",
  "orbital_gap_ev": [4.3, 4.3],
  "lumo_ev": [-4.970, -5.011],
  "homo_energy_ha": [-0.341, -0.341],
  "total_charge": 0,
  "e_above_lowest_kj_mol": 187.0,
  "symbols": ["O", "C", "C", "C", "C", "C", "N", "H", "H", "H"],
  "xyz": [[-2.184941, -0.313486, -0.785995], [-0.979518, 0.071657, -0.310715], [0.021446, -0.754243, 0.037918], [1.312941, -0.327661, 0.456187], [2.431287, -0.010809, 0.775789], [-0.875715, 1.506757, -0.198878], [-0.812822, 2.657175, -0.091645], [-2.191379, -1.275612, -0.895845], [-0.145982, -1.827194, -0.032953], [3.424680, 0.273412, 1.046141]],
  "forces_ev_per_a": [[-0.0581, -0.2339, 0.0014], [0.3349, -0.0158, 0.1304], [-0.1276, 0.0809, -0.1012], [0.4700, 0.1900, 0.1377], [-0.4487, -0.1296, -0.1296], [0.0851, 1.0266, 0.1096], [-0.0346, -1.1730, -0.1265], [-0.0357, 0.1824, 0.0270], [0.0093, 0.1021, -0.0290], [-0.1946, -0.0297, -0.0197]]
}

=====

Entry 5:
{
  "formula": "C5H3NO",
  "method": "the ωB97M-V functional and the def2-TZVPD basis",
  "orbital_gap_ev": 10.4,
  "lumo_ev": 0.917,
  "homo_energy_ha": -0.349,
  "total_charge": 0,
  "e_above_lowest_kj_mol": 228.8,
  "symbols": ["C", "C", "C", "C", "O", "N", "C", "H", "H", "H"],
  "xyz": [[-2.273809, 0.525437, -1.098220], [-1.197480, 0.218437, -0.654552], [0.055704, -0.075545, -0.049168], [0.416206, -1.156376, 0.693545], [1.629608, -0.974736, 1.214908], [2.123946, 0.248123, 0.812681], [1.199939, 0.770655, 0.058518], [-3.234776, 0.807654, -1.466154], [-0.077179, -2.093383, 0.906644], [1.357843, 1.729734, -0.418201]],
  "forces_ev_per_a": [[0.3951, -0.1147, 0.1581], [-0.4816, 0.1265, -0.2094], [0.0361, -0.0799, 0.1796], [-0.0844, 0.0698, -0.0813], [-0.0656, -0.2227, -0.0235], [-0.1255, 0.1884, -0.3148], [0.1217, 0.0534, 0.0376], [0.1543, -0.0736, -0.0047], [0.0518, 0.1453, 0.0720], [-0.0020, -0.0924, 0.1864]]
}

=====

Entry 6:
{
  "formula": "C5H3NO",
  "method": "the ωB97M-V functional and the def2-TZVPD basis",
  "orbital_gap_ev": 8.1,
  "lumo_ev": -1.238,
  "homo_energy_ha": -0.344,
  "total_charge": 0,
  "e_above_lowest_kj_mol": 402.5,
  "symbols": ["O", "C", "C", "C", "C", "C", "N", "H", "H", "H"],
  "xyz": [[0.277533, 0.723845, 1.001174], [-0.485362, 0.498848, -0.070306], [0.066621, -0.596643, -0.799378], [1.352195, -1.033652, -0.142023], [1.320908, -0.201033, 0.975230], [-1.651489, 1.277281, -0.288334], [-2.626510, 1.859445, -0.541732], [-0.250858, -0.866937, -1.806159], [-0.004705, -1.593740, -0.137587], [2.001665, -0.067416, 1.809113]],
  "forces_ev_per_a": [[-0.0786, -0.7059, -0.8319], [0.8410, -0.6920, 0.3656], [-0.2404, 0.7118, -0.0990], [-0.4161, 0.3719, 0.4900], [-0.3848, 0.1463, -0.2514], [-1.2584, 0.7813, -0.3677], [1.4081, -0.7984, 0.4015], [0.0576, 0.0712, 0.3289], [0.2362, 0.1449, 0.2044], [-0.1647, -0.0312, -0.2404]]
}

=====

Entry 7:
{
  "formula": "C5H3NO",
  "method": "the ωB97M-V functional and the def2-TZVPD basis",
  "orbital_gap_ev": 10.6,
  "lumo_ev": 0.763,
  "homo_energy_ha": -0.362,
  "total_charge": 0,
  "e_above_lowest_kj_mol": 311.0,
  "symbols": ["C", "C", "C", "C", "C", "H", "H", "H", "N", "O"],
  "xyz": [[-2.780621, -0.231918, 0.015436], [-1.625997, -0.167561, -0.117238], [-0.180714, -0.220834, -0.138599], [0.731718, 0.884822, -0.052000], [1.919638, 0.316824, 0.057288], [-3.888721, -0.490217, 0.259556], [0.615552, 1.958429, -0.018731], [3.011049, 0.400492, 0.048057], [0.446155, -1.408035, 0.000780], [1.751939, -1.042005, -0.054547]],
  "forces_ev_per_a": [[-6.9146, -1.2135, 1.2236], [4.7383, 0.0394, -0.3381], [-0.4993, -0.8851, 1.0906], [-0.5742, 1.0764, 0.0466], [1.7618, -3.3962, -1.0985], [2.8082, 0.9580, -0.8118], [-0.6577, -0.2265, -0.1279], [-0.6725, 1.3134, 0.1935], [-0.7449, 2.7715, -1.5165], [0.7549, -0.4373, 1.3386]]
}

=====

Entry 8:
{
  "formula": "C5H3NO2",
  "method": "the ωB97M-V functional and the def2-TZVPD basis",
  "orbital_gap_ev": 7.8,
  "lumo_ev": -2.539,
  "homo_energy_ha": -0.379,
  "total_charge": 0,
  "e_above_lowest_kj_mol": 367.8,
  "symbols": ["C", "C", "C", "C", "C", "H", "H", "H", "N", "O", "O"],
  "xyz": [[-1.310109, -1.345607, 0.690721], [-0.440822, -0.094457, 0.176524], [-0.309292, 0.137101, -1.234126], [1.171944, 1.366763, -0.279561], [0.732635, 0.599645, 0.867611], [-1.632841, -1.442508, 1.833323], [-0.701774, -0.556164, -2.016613], [1.941373, 2.032021, -0.236180], [0.645899, 1.244322, -1.423427], [-1.807819, -2.215096, -0.142149], [1.710806, 0.273981, 1.763878]],
  "forces_ev_per_a": [[-1.9955, -2.0725, -2.6859], [-1.3402, -3.3424, -0.9252], [0.2448, -0.2974, 4.4102], [0.3791, 1.7923, -1.3152], [4.2832, -3.8320, 2.4442], [1.0407, 0.3655, -2.2407], [0.1999, 1.1618, 0.6577], [2.1764, 1.8757, 0.6569], [-1.0775, -1.8656, -0.5014], [2.6691, 4.4174, 3.9425], [-6.5800, 1.7970, -4.4431]]
}

=====

Here are the calculated energy numbers, same order: -8768.225 -8768.177 -8765.020 -8768.068 -8767.635 -8765.835 -8766.783 -10813.602 (eV).
Here are the calculated molar mass numbers, same order: 93.085 93.085 93.085 93.085 93.085 93.085 93.085 109.084 (g/mol).